84
Properties=species:S:1:pos:R:3:forces:R:3 method="wB97M-V/def2-TZVPD" orbital_gap_ev="5.27 / 5.26" homo_ev="-6.56 / -6.56" total_charge=0 de_lowest_ev=1.056
Os -0.72181 1.21217 -0.40142 1.099 -0.537 -0.847
Br 7.52056 1.92343 1.51829 0.027 0.016 -0.004
C 6.53588 0.41647 2.10122 -0.053 0.006 -0.028
C 5.75733 -0.27768 1.18663 -0.004 0.122 0.040
C 5.00427 -1.35232 1.61910 -0.093 -0.109 0.008
C 5.04087 -1.73794 2.95406 -0.008 -0.093 -0.038
C 5.86455 -1.07292 3.84679 0.010 0.022 0.054
C 6.59913 0.02726 3.42842 -0.011 -0.021 -0.009
N 4.36604 -2.93229 3.40607 -0.097 0.078 0.052
N 3.13922 -3.05475 3.30134 0.092 -0.012 -0.139
C 2.33153 -1.95872 2.83707 0.019 -0.032 -0.059
C 2.24242 -0.78069 3.52699 0.052 0.059 0.063
C 1.41571 0.26496 3.09274 -0.015 0.109 0.105
C 0.68622 0.14585 1.93056 -0.107 -0.028 -0.061
O -0.08113 1.10829 1.47290 0.214 0.298 0.341
C 0.72905 -1.09579 1.23313 0.054 0.080 0.018
N -0.02394 -1.17601 0.10673 -0.045 0.335 -0.183
C 0.03785 -2.27180 -0.60510 0.034 -0.184 -0.052
C 0.81900 -3.38850 -0.24100 -0.072 0.073 0.008
C 1.56062 -3.33447 0.90291 0.028 0.010 0.009
C 1.53924 -2.15468 1.68210 0.046 -0.115 0.059
H 5.71910 0.03443 0.15239 0.023 0.011 -0.012
H 4.38752 -1.89495 0.91427 -0.025 -0.009 0.004
H 5.91909 -1.41219 4.87329 0.006 0.004 0.001
H 7.22274 0.56836 4.12613 0.000 0.002 -0.004
H 2.83679 -0.65590 4.42408 -0.038 0.044 0.006
H 1.34843 1.18878 3.65211 0.028 -0.014 0.016
H -0.54403 -2.30505 -1.51851 0.061 -0.027 0.022
H 0.81188 -4.26941 -0.86798 -0.004 0.012 -0.003
H 2.17044 -4.17112 1.22045 -0.013 0.004 -0.002
Se -1.05236 3.45867 -0.68477 0.118 -0.256 -0.019
F -2.75848 -1.72796 -6.44801 0.000 0.009 0.019
C -3.53090 -1.64950 -5.35176 -0.050 -0.016 -0.035
F -4.61362 -0.92784 -5.67674 0.038 -0.012 0.011
F -3.94300 -2.88914 -5.05626 0.011 0.023 0.004
C -2.78743 -1.01703 -4.20320 0.033 0.017 0.032
C -2.97222 -1.45794 -2.90924 0.001 -0.012 -0.043
C -2.31230 -0.80273 -1.88652 -0.118 0.068 -0.044
N -1.49532 0.23778 -2.10428 -0.140 0.110 0.081
C -1.30521 0.64553 -3.36851 0.059 0.088 0.100
C -1.93380 0.05044 -4.43739 -0.012 0.011 -0.087
H -3.63562 -2.27821 -2.67798 0.000 0.001 0.007
H -2.46035 -1.07403 -0.85367 0.003 -0.007 0.005
H -0.65087 1.49346 -3.50083 -0.017 -0.053 0.000
H -1.75652 0.42412 -5.43554 -0.018 -0.008 -0.010
C 2.79290 2.34539 0.75388 -0.013 0.064 0.063
O 2.62007 1.22444 -0.12753 -0.058 -0.131 -0.074
P 1.44316 1.28780 -1.21616 -0.309 0.083 0.140
O 1.77018 -0.01474 -2.09886 0.012 -0.015 0.006
C 3.10926 -0.31772 -2.50817 0.011 0.018 0.032
O 2.06714 2.48597 -2.09530 0.103 0.048 0.085
C 1.56253 2.90851 -3.35358 -0.099 0.054 0.068
H 3.39026 1.99458 1.59073 0.027 -0.020 0.009
H 1.82623 2.70057 1.11715 0.017 -0.007 -0.005
H 3.31076 3.14859 0.23221 0.005 -0.006 -0.024
H 3.63591 0.58419 -2.82208 0.005 -0.020 0.010
H 3.03664 -1.01316 -3.34074 0.000 -0.005 0.000
H 3.64637 -0.78410 -1.68196 0.014 0.017 -0.025
H 2.23325 3.68665 -3.71091 0.001 -0.034 -0.035
H 0.56462 3.33480 -3.24145 -0.036 -0.019 0.009
H 1.55739 2.07949 -4.06646 -0.004 0.010 -0.021
C -2.92110 0.39245 4.56397 -0.005 -0.006 0.062
C -3.20917 1.62549 3.99496 -0.012 0.025 -0.054
C -3.11578 1.80275 2.62186 0.000 -0.037 0.083
C -2.73236 0.74667 1.80084 0.072 -0.117 -0.141
C -2.45069 -0.49040 2.37753 -0.017 0.094 0.047
C -2.53978 -0.66504 3.75134 0.018 -0.061 -0.041
N -2.61603 0.94723 0.39349 -0.986 -0.098 0.413
C -3.84390 0.95584 -0.27709 0.321 0.137 0.024
C -4.92121 0.15980 0.15894 -0.017 0.041 0.012
C -6.08417 0.05955 -0.58505 -0.007 0.003 -0.016
C -6.23143 0.74535 -1.78445 -0.120 -0.059 -0.035
C -5.19771 1.56606 -2.20854 0.116 0.046 0.090
C -4.03312 1.68595 -1.46427 -0.182 -0.127 -0.025
H -2.99372 0.25610 5.63551 0.005 0.003 -0.001
H -3.50270 2.45578 4.62548 -0.002 0.003 -0.003
H -3.32003 2.76398 2.16628 -0.009 -0.005 -0.011
H -2.14431 -1.30983 1.73572 -0.039 0.001 0.027
H -2.31126 -1.63029 4.18715 -0.001 0.001 0.005
H -4.82964 -0.39303 1.08483 -0.016 0.000 -0.007
H -6.88679 -0.57190 -0.22264 -0.005 0.002 0.004
H -7.14202 0.66148 -2.36319 0.000 -0.012 0.012
H -5.30715 2.14417 -3.11901 0.020 0.003 -0.005
H -3.25916 2.36216 -1.78551 0.075 0.057 -0.061

---

41
Properties=species:S:1:pos:R:3:forces:R:3 method="wB97M-V/def2-TZVPD" orbital_gap_ev=4.71 homo_ev=-2.67 total_charge=-1
C -2.86754 1.98654 0.86440 -0.093 -0.014 -0.016
N -2.12743 1.26677 1.88070 0.136 -0.114 0.234
C -0.73851 0.97552 1.55607 -0.132 -0.044 -0.038
C -0.47655 0.28581 0.21616 0.155 0.122 -0.064
C -1.17287 -0.95065 -0.07751 0.001 0.290 0.293
N -2.03288 -1.53517 0.90850 -0.038 -0.320 0.010
C -1.05334 -1.62874 -1.24496 -0.067 -0.388 -0.464
C -1.74940 -2.93032 -1.52623 0.073 -0.029 0.233
N -1.01788 -4.11735 -1.02768 0.119 0.075 -0.229
C -0.18939 -1.07749 -2.22375 0.067 0.169 0.012
N 0.03490 -1.56373 -3.44674 0.084 -0.214 -0.117
S 1.10641 -0.58118 -4.13106 -0.120 -0.012 -0.169
N 1.32075 0.49072 -2.97040 0.286 0.107 0.016
C 0.55682 0.10602 -1.94863 -0.099 -0.013 -0.164
C 0.43436 0.77010 -0.69290 -0.165 0.178 0.405
O 1.20530 1.87625 -0.54294 -0.072 -0.484 -0.217
C 2.12540 1.93017 0.53133 0.170 0.229 0.361
C 3.19950 0.83580 0.55580 -0.090 -0.059 -0.067
C 2.77272 -0.39230 1.34889 0.099 -0.112 -0.224
O 3.65680 0.50053 -0.74802 0.176 -0.015 0.091
H -3.71140 2.50371 1.31794 -0.103 0.013 0.059
H -2.20968 2.75263 0.45513 0.143 0.235 -0.016
H -3.25711 1.35266 0.05055 0.080 -0.043 -0.071
H -2.60564 0.45675 2.23868 -0.117 0.118 -0.028
H -0.34983 0.31540 2.33899 0.085 0.091 0.171
H -0.22593 1.93797 1.61642 -0.027 0.064 -0.202
H -1.55844 -1.59138 1.79978 -0.038 0.109 0.114
H -2.85492 -0.96029 1.03489 -0.041 -0.029 0.006
H -1.85125 -3.02458 -2.60316 -0.190 -0.048 -0.100
H -2.72980 -2.91187 -1.06133 -0.113 -0.023 -0.049
H -0.48980 -4.51697 -1.79379 0.050 -0.013 -0.001
H -0.32435 -3.81387 -0.35549 -0.076 -0.044 0.164
H 1.60297 1.91866 1.48750 0.074 0.135 0.051
H 2.58654 2.90739 0.44100 -0.053 0.107 -0.114
H 4.05636 1.27691 1.07039 0.076 0.047 0.026
H 1.78991 -0.74653 1.03865 -0.037 -0.028 0.020
H 2.74772 -0.15617 2.40953 -0.121 -0.006 0.114
H 3.49055 -1.19936 1.19727 0.103 -0.041 0.068
H 3.28003 -0.34664 -0.99743 -0.146 0.046 -0.112
O -0.29811 4.17351 0.79581 -0.132 -0.260 0.282
H -0.07499 3.42477 0.23766 0.090 0.217 -0.269

---

33
Properties=species:S:1:pos:R:3:forces:R:3 method="wB97M-V/def2-TZVPD" orbital_gap_ev=10.05 homo_ev=-9.55 total_charge=0 de_lowest_ev=1.354
C -0.28645 0.51626 1.75519 -0.302 0.193 0.302
C 0.74285 0.10548 0.70030 0.990 -0.288 2.606
C -0.44948 -0.56732 2.81978 1.078 -0.947 0.922
C -1.26663 -0.05978 4.04751 0.617 -1.756 1.314
C 0.76809 -0.56288 -1.68208 -1.396 -0.830 -3.493
C 1.70451 -1.79796 -1.76885 -1.883 0.607 0.454
C 1.40783 0.67783 -2.31949 -0.397 -0.237 -0.718
C 0.35087 1.82134 -2.39239 -0.026 0.695 -0.395
C -1.01510 1.33023 -2.86500 0.340 0.476 0.845
H -2.27726 0.19596 1.38940 -0.016 0.360 0.027
H -1.81630 1.79033 1.36689 -0.380 -0.020 0.103
H 0.10330 1.40032 2.26809 0.178 -0.065 -0.089
H 0.56302 -0.93914 3.15903 -0.829 0.797 -0.140
H -0.85966 -1.54982 2.45899 -0.284 1.110 -0.013
H -1.64430 -0.67699 5.99517 0.266 0.134 0.154
H -0.13187 -1.23439 5.27581 0.420 -0.634 0.521
H -0.72146 0.25222 -0.54967 -0.952 -0.042 0.273
H -0.13199 -0.92115 -2.39295 1.898 0.806 1.648
H 1.76971 0.37325 -3.31669 0.097 0.403 0.419
H 2.21809 0.94091 -1.63545 0.181 0.393 -0.436
H 0.61460 2.73690 -3.04090 -0.013 -1.541 1.102
H 0.15476 2.11757 -1.35494 0.177 0.428 -0.369
H -2.07322 0.90212 -4.34347 1.635 0.693 0.308
H 2.43720 -1.22922 -0.10669 0.104 -0.625 -0.206
N -1.54507 0.85006 1.13846 -0.302 0.014 -0.320
N -1.00414 -0.77106 5.22771 -0.305 0.756 -1.992
N 0.18337 -0.17782 -0.44937 0.202 -0.712 -0.200
O 1.92612 -0.03446 1.09005 -0.744 -0.276 -1.445
O -2.11619 0.78753 4.05891 -0.453 0.685 -0.808
O 1.63674 -2.60998 -2.63032 -0.331 -0.405 -1.865
O -1.93689 1.05639 -2.13932 -0.151 -0.240 0.610
O -1.14566 1.26699 -4.16334 -1.368 -0.766 -1.983
O 2.46306 -1.99727 -0.76098 1.949 0.837 2.865

---

Largest force on an atom for every record listed, in sequence, given in eV/Å: 1.5; 0.6; 3.9.
E for every record listed, in sequence, given in Eh: -7672.90365; -1366.89670; -967.72082.